# 1
# C28H43NO25

A cluster of 8 separate species, C28H43NO25 in total in a non-equilibrium geometry (ωB97M-V/def2-TZVPD, OMol25).

relative energy (zero: lowest compared OMol25 entry of this formula, charge and spin): 16.7 kcal/mol
HOMO: -0.3559 Eh
charge: 0
structure (SMILES): CCCOOC(=O)OCCCN.O=C1OCCO1.O=C1OCCO1.O=C1OCCO1.O=C1OCCO1.O=C1OCCO1.O=C1OCCO1.O=C1OCCO1
LUMO energy: -0.09 eV
E: -82408.237 eV

Geometry (Å):
1 C -1.875 1.928 5.957
2 C -1.264 0.720 5.234
3 C -2.286 -0.282 4.715
4 O -3.231 -0.519 5.739
5 O -3.276 -1.898 5.969
6 C -3.481 -2.093 7.268
7 O -3.756 -1.284 8.020
8 O -3.356 -3.385 7.527
9 C -2.391 -3.576 8.606
10 C -1.596 -4.863 8.415
11 C -0.128 -4.648 8.811
12 N 0.037 -4.635 10.280
13 H -1.442 2.016 6.948
14 H -2.952 1.873 6.077
15 H -1.666 2.837 5.412
16 H -0.664 0.178 5.963
17 H -0.566 1.006 4.455
18 H -2.763 0.051 3.796
19 H -1.749 -1.193 4.465
20 H -1.712 -2.731 8.654
21 H -2.950 -3.627 9.531
22 H -1.996 -5.617 9.087
23 H -1.670 -5.264 7.408
24 H 0.195 -3.705 8.375
25 H 0.417 -5.493 8.403
26 H 0.527 -3.793 10.554
27 H 0.649 -5.405 10.518
28 O -2.401 3.077 3.133
29 C -3.589 3.184 3.120
30 O -4.254 4.323 2.843
31 C -5.648 3.995 2.697
32 C -5.762 2.725 3.504
33 O -4.443 2.171 3.387
34 H -6.274 4.795 3.085
35 H -5.867 3.854 1.646
36 H -5.971 2.914 4.559
37 H -6.505 2.043 3.113
38 O 3.176 1.238 -0.401
39 C 2.095 1.578 -0.033
40 O 1.765 1.869 1.245
41 C 0.448 2.439 1.237
42 C -0.136 1.894 -0.041
43 O 1.025 1.712 -0.857
44 H -0.113 2.137 2.118
45 H 0.535 3.526 1.227
46 H -0.623 0.927 0.099
47 H -0.837 2.579 -0.512
48 O 1.026 -2.817 -4.661
49 C 1.777 -2.157 -4.013
50 O 3.045 -1.851 -4.373
51 C 3.531 -0.857 -3.454
52 C 2.671 -1.088 -2.240
53 O 1.466 -1.615 -2.816
54 H 4.590 -0.999 -3.254
55 H 3.384 0.130 -3.894
56 H 3.094 -1.833 -1.562
57 H 2.472 -0.181 -1.685
58 O 6.459 2.936 -4.134
59 C 6.334 2.135 -4.999
60 O 5.171 1.498 -5.300
61 C 5.364 0.795 -6.534
62 C 6.860 0.607 -6.574
63 O 7.335 1.731 -5.825
64 H 4.819 -0.147 -6.532
65 H 4.999 1.416 -7.354
66 H 7.183 -0.309 -6.075
67 H 7.259 0.620 -7.586
68 O 7.051 2.046 -10.549
69 C 7.799 2.726 -9.928
70 O 9.068 3.028 -10.307
71 C 9.566 4.037 -9.422
72 C 8.713 3.836 -8.192
73 O 7.502 3.302 -8.733
74 H 10.627 3.894 -9.231
75 H 9.416 5.016 -9.881
76 H 9.140 3.106 -7.502
77 H 8.522 4.761 -7.654
78 O -4.815 -5.160 -3.730
79 C -3.972 -4.436 -4.147
80 O -4.158 -3.115 -4.419
81 C -2.875 -2.535 -4.674
82 C -2.055 -3.725 -5.103
83 O -2.695 -4.806 -4.412
84 H -2.943 -1.768 -5.442
85 H -2.502 -2.083 -3.752
86 H -2.116 -3.909 -6.178
87 H -1.012 -3.639 -4.814
88 O -7.222 2.353 0.779
89 C -6.623 1.389 0.414
90 O -6.122 0.439 1.238
91 C -5.684 -0.660 0.431
92 C -5.436 0.000 -0.904
93 O -6.356 1.098 -0.880
94 H -4.792 -1.117 0.853
95 H -6.479 -1.405 0.390
96 H -4.422 0.394 -0.996
97 H -5.639 -0.657 -1.746

---

# 2
# C6H10O2S

The molecule C6H10O2S in a non-equilibrium geometry (ωB97M-V/def2-TZVPD, OMol25).

relative energy (zero: lowest compared OMol25 entry of this formula, charge and spin): 71.0 kcal/mol
HOMO: -0.3356 Eh
charge: 0
LUMO energy: 0.77 eV
E: -21310.412 eV

Geometry (Å):
1 C -1.903 -1.183 0.091
2 C -2.434 -1.142 -1.066
3 C -1.154 -1.094 1.138
4 C -0.296 0.194 1.446
5 C 0.779 0.642 0.446
6 C 0.066 1.448 -0.683
7 O 1.772 -1.713 -0.786
8 O 3.322 0.300 -0.521
9 S 2.072 -0.682 0.179
10 H -1.945 -1.669 -1.889
11 H -3.503 -0.681 -1.110
12 H -1.193 -1.922 1.902
13 H 3.737 -0.209 -1.183
14 H -0.858 0.991 1.602
15 H 0.287 0.007 2.304
16 H 1.376 1.441 0.918
17 H 0.890 1.884 -1.465
18 H -0.230 2.327 -0.136
19 H -0.783 1.061 -1.187

---

# 3
# C15H17N4

The ion C15H17N4 with charge +1 in a non-equilibrium geometry (ωB97M-V/def2-TZVPD, OMol25).

relative energy (zero: lowest compared OMol25 entry of this formula, charge and spin): 27.9 kcal/mol
HOMO: -0.3941 Eh
charge: +1
structure (SMILES): Cc1cc2c(cc1N)=NC1=CC(=[N+](C)C)C=C[C@H]1N=2
LUMO energy: -4.93 eV
E: -21783.253 eV

Geometry (Å):
1 C 2.585 -1.423 -4.859
2 C 1.986 -1.375 -3.424
3 C 0.936 -0.455 -3.152
4 C 0.309 -0.378 -1.906
5 C 0.909 -1.124 -0.826
6 C 1.978 -1.978 -1.105
7 C 2.537 -2.116 -2.382
8 N 3.542 -3.064 -2.588
9 N 0.477 -1.102 0.401
10 C -0.558 -0.239 0.639
11 C -0.632 0.295 1.893
12 C -1.561 1.305 2.253
13 N -1.846 1.596 3.533
14 C -1.182 0.969 4.657
15 C -2.688 2.730 3.956
16 C -2.184 2.017 1.132
17 C -2.095 1.539 -0.162
18 C -1.459 0.230 -0.506
19 N -0.794 0.355 -1.826
20 H 3.523 -0.850 -4.850
21 H 2.760 -2.436 -5.223
22 H 1.855 -0.946 -5.526
23 H 0.550 0.130 -3.972
24 H 2.462 -2.608 -0.352
25 H 3.882 -3.670 -1.846
26 H 3.875 -3.275 -3.530
27 H 0.135 0.005 2.588
28 H -1.342 -0.105 4.612
29 H -0.123 1.099 4.665
30 H -1.577 1.328 5.634
31 H -3.417 3.047 3.229
32 H -3.284 2.416 4.828
33 H -2.032 3.576 4.187
34 H -2.738 2.926 1.368
35 H -2.568 2.132 -0.982
36 H -2.221 -0.553 -0.557

---

# 4
# C3H6O3P

A structure of composition C3H6O3P in a non-equilibrium geometry (ωB97M-V/def2-TZVPD, OMol25).

relative energy (zero: lowest compared OMol25 entry of this formula, charge and spin): 37.5 kcal/mol
HOMO: -0.1740 Eh
charge: -1
LUMO energy: 3.95 eV
E: -18641.182 eV

Geometry (Å):
1 C 0.921 -1.006 0.536
2 C 2.294 -0.772 -0.003
3 C -1.215 1.058 -0.350
4 O -1.417 -1.488 -1.314
5 O -2.111 -1.122 1.079
6 O 3.404 -0.608 0.493
7 P -1.285 -0.747 -0.063
8 H 0.920 -2.184 0.432
9 H 0.782 -0.779 1.630
10 H 2.102 -0.762 -1.104
11 H -1.480 1.494 0.606
12 H -0.194 1.353 -0.753
13 H -2.138 1.133 -0.910

---

# 5
# C22H60O22S7

A cluster of 8 separate species, C22H60O22S7 in total in a non-equilibrium geometry (ωB97M-V/def2-TZVPD, OMol25).

relative energy (zero: lowest compared OMol25 entry of this formula, charge and spin): 0.0 kcal/mol
HOMO: -0.3501 Eh
charge: 0
structure (SMILES): CCOS(C)(=O)=O.CCOS(C)(=O)=O.CCOS(C)(=O)=O.CCOS(C)(=O)=O.CCOS(C)(=O)=O.CCOS(C)(=O)=O.CCOS(C)(=O)=O.CO
LUMO energy: -0.04 eV
E: -144674.368 eV

Geometry (Å):
1 C 1.834 3.531 0.283
2 C 2.814 2.380 0.036
3 O 3.838 2.822 -0.859
4 S 5.162 3.555 -0.247
5 C 5.890 2.177 0.643
6 O 5.982 3.942 -1.341
7 O 4.719 4.562 0.684
8 H 2.232 4.220 1.031
9 H 0.881 3.206 0.707
10 H 1.681 4.150 -0.599
11 H 3.223 2.027 0.984
12 H 2.296 1.545 -0.432
13 H 6.968 2.278 0.730
14 H 5.686 1.291 0.045
15 H 5.410 2.140 1.617
16 C 2.047 -4.917 1.780
17 C 3.030 -3.788 1.958
18 O 2.277 -2.575 1.982
19 S 3.086 -1.187 2.081
20 C 3.520 -1.139 3.830
21 O 4.324 -1.272 1.334
22 O 2.137 -0.170 1.734
23 H 2.493 -5.899 1.909
24 H 1.591 -4.904 0.786
25 H 1.192 -4.722 2.432
26 H 3.605 -3.996 2.868
27 H 3.741 -3.744 1.130
28 H 4.499 -1.597 3.892
29 H 2.702 -1.691 4.293
30 H 3.423 -0.113 4.174
31 C -0.301 1.393 3.465
32 C 0.176 0.845 4.789
33 O 0.567 1.953 5.636
34 S -0.588 2.595 6.601
35 C -0.328 1.665 8.173
36 O -0.224 3.966 6.868
37 O -1.903 2.311 6.069
38 H -0.507 0.525 2.836
39 H 0.483 1.976 2.978
40 H -1.143 2.064 3.615
41 H -0.579 0.224 5.278
42 H 1.082 0.247 4.679
43 H 0.745 1.629 8.326
44 H -0.735 0.691 7.914
45 H -0.855 2.227 8.933
46 C -4.875 -0.791 -1.345
47 C -5.433 -1.334 -0.044
48 O -4.378 -1.450 0.923
49 S -4.794 -1.983 2.400
50 C -5.110 -0.375 3.159
51 O -6.016 -2.722 2.259
52 O -3.635 -2.605 3.001
53 H -4.222 -1.489 -1.866
54 H -4.232 0.077 -1.174
55 H -5.652 -0.370 -1.983
56 H -6.199 -0.649 0.324
57 H -5.887 -2.305 -0.239
58 H -4.196 0.175 3.354
59 H -5.700 -0.494 4.069
60 H -5.815 0.081 2.466
61 C -2.200 -3.940 -6.821
62 C -2.507 -2.521 -6.413
63 O -1.818 -2.171 -5.181
64 S -2.001 -0.627 -4.715
65 C -0.582 0.119 -5.613
66 O -3.243 -0.137 -5.244
67 O -1.828 -0.573 -3.279
68 H -2.746 -4.152 -7.737
69 H -2.388 -4.663 -6.027
70 H -1.129 -4.050 -7.021
71 H -2.172 -1.840 -7.194
72 H -3.568 -2.455 -6.180
73 H 0.128 0.273 -4.802
74 H -0.854 1.103 -5.989
75 H -0.223 -0.511 -6.419
76 C 5.997 -2.567 -2.042
77 C 4.996 -1.651 -2.684
78 O 3.784 -2.377 -2.931
79 S 2.537 -1.529 -3.469
80 C 1.240 -2.759 -3.091
81 O 2.312 -0.379 -2.638
82 O 2.674 -1.323 -4.893
83 H 6.980 -2.104 -2.141
84 H 6.100 -3.477 -2.645
85 H 5.747 -2.855 -1.024
86 H 4.789 -0.860 -1.956
87 H 5.445 -1.185 -3.562
88 H 1.306 -2.975 -2.028
89 H 1.362 -3.702 -3.620
90 H 0.301 -2.299 -3.385
91 C -2.121 3.085 -2.550
92 C -2.221 3.141 -1.050
93 O -3.461 2.469 -0.767
94 S -4.125 2.565 0.723
95 C -4.605 4.316 0.699
96 O -5.359 1.832 0.699
97 O -3.157 2.374 1.781
98 H -1.205 3.518 -2.960
99 H -2.968 3.579 -3.028
100 H -2.117 2.077 -2.972
101 H -1.334 2.767 -0.543
102 H -2.408 4.188 -0.784
103 H -4.757 4.591 -0.341
104 H -3.828 4.874 1.209
105 H -5.567 4.340 1.204
106 C -0.549 -0.142 -0.324
107 O 0.436 -1.170 -0.301
108 H -0.160 0.573 -1.064
109 H -1.523 -0.478 -0.668
110 H -0.629 0.338 0.655
111 H 1.189 -0.844 0.203

---

# 6
# C41H89N7O17

A cluster of 12 separate species, C41H89N7O17 in total in a non-equilibrium geometry (ωB97M-V/def2-TZVPD, OMol25).

multiplicity: 2
HOMO (spin up / spin down): 0.0203 / -0.2613 Eh
charge: -1
LUMO energy (spin up / spin down): 2.02 / 2.00 eV
<S²>: 0.75
E: -89196.863 eV

Geometry (Å):
1 C -22.642 -26.986 22.985
2 O -22.125 -28.118 23.145
3 N -23.775 -26.513 23.567
4 C -24.365 -25.190 23.399
5 C -24.634 -27.379 24.408
6 H -22.245 -26.192 22.334
7 H -23.661 -24.380 23.208
8 H -24.835 -24.853 24.323
9 H -25.149 -25.221 22.643
10 H -24.504 -28.371 23.974
11 H -24.274 -27.402 25.436
12 H -25.700 -27.254 24.217
13 C -27.461 -33.367 23.518
14 O -28.520 -33.954 23.755
15 N -27.126 -32.146 23.991
16 C -25.852 -31.446 23.765
17 C -28.095 -31.445 24.876
18 H -26.749 -33.776 22.785
19 H -26.078 -30.575 23.149
20 H -25.102 -31.997 23.198
21 H -25.425 -31.362 24.765
22 H -28.539 -30.655 24.270
23 H -28.805 -32.184 25.248
24 H -27.539 -31.076 25.738
25 C -29.571 -26.262 22.402
26 O -30.333 -26.981 21.770
27 N -29.207 -26.318 23.708
28 C -29.961 -27.171 24.631
29 C -28.512 -25.199 24.341
30 H -28.897 -25.535 21.922
31 H -30.619 -26.583 25.272
32 H -29.302 -27.531 25.421
33 H -30.506 -28.036 24.256
34 H -29.192 -24.517 24.851
35 H -27.732 -25.535 25.023
36 H -27.827 -24.722 23.640
37 C -22.814 -25.237 32.301
38 O -22.952 -25.206 33.548
39 N -23.485 -24.458 31.457
40 C -24.406 -23.351 31.881
41 C -23.260 -24.457 30.070
42 H -22.178 -25.975 31.787
43 H -25.399 -23.457 31.443
44 H -24.127 -22.413 31.400
45 H -24.368 -23.127 32.947
46 H -24.231 -24.661 29.618
47 H -22.832 -23.520 29.714
48 H -22.514 -25.223 29.856
49 C -21.501 -26.925 27.471
50 O -21.060 -25.884 28.005
51 N -20.737 -27.872 26.931
52 C -21.287 -29.119 26.410
53 C -19.280 -27.638 26.626
54 H -22.555 -27.207 27.326
55 H -20.548 -29.908 26.548
56 H -21.495 -29.060 25.341
57 H -22.208 -29.365 26.938
58 H -19.246 -27.574 25.538
59 H -18.801 -26.739 27.012
60 H -18.652 -28.445 27.003
61 C -31.113 -28.531 30.916
62 O -30.385 -28.917 31.856
63 N -31.903 -27.475 30.959
64 C -32.893 -27.264 29.977
65 C -31.997 -26.625 32.185
66 H -31.256 -29.131 30.004
67 H -32.658 -27.718 29.015
68 H -33.015 -26.253 29.590
69 H -33.882 -27.647 30.230
70 H -32.162 -25.572 31.960
71 H -32.841 -26.952 32.793
72 H -31.148 -26.707 32.863
73 C -29.414 -25.373 28.533
74 O -29.598 -24.715 27.528
75 N -28.800 -24.747 29.619
76 C -28.655 -25.523 30.855
77 C -28.179 -23.410 29.513
78 H -29.740 -26.424 28.573
79 H -29.296 -25.149 31.653
80 H -27.675 -25.604 31.326
81 H -28.962 -26.562 30.732
82 H -27.103 -23.560 29.605
83 H -28.318 -22.886 28.568
84 H -28.331 -22.808 30.408
85 O -23.949 -24.134 26.925
86 C -23.168 -23.318 26.456
87 O -23.246 -21.959 26.811
88 C -24.335 -21.437 27.577
89 C -24.091 -19.927 27.750
90 C -21.917 -23.642 25.644
91 H -24.276 -21.861 28.580
92 H -25.306 -21.752 27.196
93 H -23.113 -19.704 28.176
94 H -24.773 -19.526 28.500
95 H -24.168 -19.359 26.823
96 H -21.558 -22.704 25.220
97 H -22.176 -24.258 24.783
98 H -21.147 -24.085 26.277
99 O -26.391 -28.820 26.592
100 C -26.834 -28.134 27.503
101 O -27.815 -28.380 28.376
102 C -28.513 -29.645 28.200
103 C -27.916 -30.849 28.930
104 C -26.161 -26.800 27.688
105 H -28.613 -29.861 27.137
106 H -29.454 -29.416 28.700
107 H -26.833 -30.738 28.878
108 H -28.172 -31.831 28.532
109 H -28.192 -30.784 29.982
110 H -25.192 -26.727 27.195
111 H -26.113 -26.666 28.768
112 H -26.819 -26.056 27.239
113 O -28.395 -36.312 29.014
114 C -28.551 -36.095 27.819
115 O -29.244 -36.888 26.970
116 C -30.135 -37.891 27.506
117 C -30.675 -38.519 26.268
118 C -27.877 -34.948 27.032
119 H -30.867 -37.236 27.978
120 H -29.683 -38.539 28.256
121 H -31.412 -37.876 25.788
122 H -31.246 -39.405 26.547
123 H -29.850 -38.861 25.643
124 H -27.073 -34.498 27.614
125 H -28.589 -34.139 26.873
126 H -27.479 -35.166 26.041
127 O -23.995 -28.967 29.442
128 C -23.621 -28.949 30.610
129 O -24.335 -28.647 31.652
130 C -25.736 -28.359 31.539
131 C -26.509 -29.616 32.068
132 C -22.207 -29.252 31.087
133 H -26.076 -28.228 30.512
134 H -25.975 -27.438 32.070
135 H -27.523 -29.617 31.668
136 H -26.609 -29.637 33.153
137 H -26.086 -30.584 31.798
138 H -21.474 -28.456 30.960
139 H -21.861 -30.062 30.445
140 H -22.169 -29.623 32.111
141 O -31.492 -30.360 27.593
142 C -32.644 -30.176 27.203
143 O -33.751 -30.788 27.622
144 C -33.648 -31.936 28.411
145 C -33.210 -33.151 27.548
146 C -32.874 -29.000 26.177
147 H -34.587 -32.151 28.921
148 H -32.919 -31.739 29.197
149 H -33.900 -33.341 26.726
150 H -33.252 -33.910 28.329
151 H -32.196 -33.028 27.169
152 H -31.943 -28.902 25.619
153 H -33.026 -28.061 26.708
154 H -33.683 -29.227 25.482

---

# 7
# C2H6O3

A cluster of 2 separate species, C2H6O3 in total in a non-equilibrium geometry (ωB97M-V/def2-TZVPD, OMol25).

relative energy (zero: lowest compared OMol25 entry of this formula, charge and spin): 49.0 kcal/mol
HOMO: -0.3564 Eh
charge: 0
structure (SMILES): C=O.OCO
LUMO energy: 0.65 eV
E: -8312.385 eV

Geometry (Å):
1 C -1.108 -1.386 1.896
2 O -1.952 -2.206 1.628
3 H -1.141 -0.822 2.846
4 H -0.238 -1.249 1.236
5 O 0.627 -0.176 -0.329
6 C 0.220 0.911 -1.205
7 O 1.308 1.624 -1.671
8 H 1.236 -0.748 -0.814
9 H -0.304 0.534 -2.090
10 H -0.440 1.514 -0.570
11 H 1.792 2.004 -0.927

---

# 8
# C5H8O

A structure of composition C5H8O in a non-equilibrium geometry (ωB97M-V/def2-TZVPD, OMol25).

relative energy (zero: lowest compared OMol25 entry of this formula, charge and spin): 162.9 kcal/mol
HOMO: -0.3261 Eh
charge: 0
LUMO energy: 0.93 eV
E: -7355.191 eV

Geometry (Å):
1 C 0.781 -1.047 -0.048
2 C 0.483 1.080 0.210
3 C -0.619 0.668 -0.463
4 C -1.816 -0.148 -0.047
5 C -0.546 -0.667 0.458
6 H 0.621 -1.275 -1.189
7 H 1.154 -1.874 0.632
8 H 1.141 1.993 -0.122
9 H 0.234 1.360 1.260
10 H -0.572 0.411 -1.496
11 H -2.694 0.469 0.707
12 H -2.118 -0.747 -0.902
13 H -0.274 -0.097 1.522
14 O 1.601 0.055 -0.133

---

# 9
# C5H8O

The molecule C5H8O in a non-equilibrium geometry (ωB97M-V/def2-TZVPD, OMol25).

relative energy (zero: lowest compared OMol25 entry of this formula, charge and spin): 100.9 kcal/mol
HOMO: -0.3026 Eh
charge: 0
LUMO energy: 0.79 eV
E: -7357.878 eV

Geometry (Å):
1 O 1.156 1.112 1.811
2 C 0.068 0.453 1.512
3 C 0.725 0.144 -0.697
4 C -0.437 0.750 0.087
5 C -1.269 -0.492 -0.266
6 C 0.080 -1.267 -0.237
7 H 1.451 1.758 1.130
8 H 1.713 0.601 -0.509
9 H 0.596 0.112 -1.780
10 H -0.818 1.779 -0.035
11 H -2.052 -0.744 0.456
12 H -1.674 -0.481 -1.283
13 H 0.191 -1.733 0.758
14 H 0.283 -2.030 -0.977